158
Properties=species:S:1:pos:R:3:mulliken_spin:R:1 method="wB97M-V/def2-TZVPD" spin_multiplicity=3 e_homo_ha="-0.3948 / -0.3948" orbital_gap_ev="8.25 / 7.54" s2=2.00 e_lumo_ha="-0.09151 / -0.11790" charge=+1
Ni -5.01 8.73 15.25 1.767
C -5.54 6.01 17.17 0.024
O -6.92 5.69 17.18 -0.006
O -5.39 7.14 16.48 0.089
C -4.95 5.88 18.59 0.001
F -5.54 6.70 19.48 0.000
F -5.02 4.65 19.07 0.001
F -3.64 6.22 18.49 -0.001
C -7.30 4.34 17.23 0.001
C -8.81 4.21 17.03 0.001
H -9.12 4.50 16.03 0.000
H -9.13 3.17 17.14 0.000
H -9.33 4.77 17.81 0.000
H -7.09 3.87 18.20 0.000
H -6.80 3.71 16.48 0.000
H -5.00 5.21 16.62 -0.005
N -1.78 3.93 22.31 0.000
C -2.53 4.72 21.50 0.000
C -2.97 5.97 21.89 0.000
C -2.51 6.52 23.07 0.000
C -1.72 5.73 23.90 0.000
C -1.38 4.45 23.47 0.000
H -2.75 4.19 20.58 0.000
H -3.71 6.49 21.31 0.001
H -2.85 7.50 23.37 0.000
H -1.49 6.00 24.92 0.000
H -0.83 3.77 24.12 0.000
N -13.87 2.57 18.42 0.000
C -14.01 1.32 18.88 0.000
C -12.95 0.57 19.36 0.000
C -11.68 1.10 19.35 0.000
C -11.51 2.33 18.75 0.000
C -12.62 3.07 18.36 0.000
H -15.02 0.92 18.89 0.000
H -13.15 -0.40 19.81 0.000
H -10.86 0.59 19.83 0.000
H -10.50 2.73 18.67 0.001
H -12.53 4.06 17.93 0.000
N -1.90 9.32 21.55 0.000
C -1.68 9.19 20.25 -0.001
C -0.52 9.64 19.60 0.000
C 0.39 10.36 20.36 0.000
C 0.13 10.57 21.70 0.000
C -1.00 9.99 22.26 0.000
H -2.46 8.69 19.67 0.001
H -0.33 9.52 18.55 0.000
H 1.28 10.81 19.95 0.000
H 0.84 11.10 22.32 0.000
H -1.20 10.26 23.29 0.000
N -7.54 8.10 23.00 0.000
C -6.47 7.80 22.24 0.000
C -5.37 8.63 22.16 -0.001
C -5.41 9.89 22.80 0.000
C -6.53 10.21 23.53 0.000
C -7.59 9.28 23.59 0.000
H -6.50 6.84 21.74 0.000
H -4.51 8.42 21.54 0.001
H -4.64 10.63 22.63 0.000
H -6.59 11.17 24.03 0.000
H -8.49 9.60 24.08 0.000
N -5.18 7.38 13.47 0.031
C -5.81 7.72 12.33 0.005
C -5.59 7.07 11.13 0.003
C -4.75 5.95 11.12 -0.002
C -4.18 5.53 12.30 0.002
C -4.44 6.25 13.46 -0.004
H -6.44 8.59 12.42 0.000
H -6.16 7.39 10.28 0.000
H -4.59 5.44 10.18 0.000
H -3.57 4.64 12.33 0.000
H -3.94 5.90 14.35 0.000
N -4.70 10.02 16.88 0.047
C -3.73 10.94 16.90 -0.003
C -3.39 11.66 18.05 -0.002
C -4.03 11.36 19.24 -0.001
C -5.10 10.46 19.23 0.000
C -5.36 9.85 18.02 -0.006
H -3.11 11.15 16.04 -0.002
H -2.66 12.45 17.99 0.000
H -3.93 11.91 20.17 0.000
H -5.67 10.33 20.14 0.001
H -6.16 9.12 18.06 0.006
N -6.53 0.80 19.08 0.000
C -5.45 0.95 18.33 0.000
C -5.44 0.84 16.93 0.000
C -6.62 0.58 16.30 0.000
C -7.78 0.45 17.05 0.000
C -7.69 0.58 18.44 0.000
H -4.47 1.05 18.79 0.000
H -4.53 0.90 16.34 0.000
H -6.54 0.44 15.23 0.000
H -8.71 0.14 16.59 0.000
H -8.51 0.35 19.11 0.000
N -7.11 9.13 15.32 0.034
C -8.03 8.18 15.09 -0.006
C -9.38 8.41 15.23 0.002
C -9.83 9.65 15.67 -0.003
C -8.89 10.67 15.78 0.002
C -7.56 10.38 15.57 0.004
H -7.61 7.25 14.74 0.002
H -10.10 7.62 15.05 0.001
H -10.88 9.85 15.88 0.000
H -9.31 11.57 16.21 0.000
H -6.82 11.15 15.74 0.001
N -3.05 2.02 14.71 0.000
C -3.19 3.09 15.49 -0.001
C -2.25 4.12 15.52 0.000
C -1.13 3.97 14.73 0.000
C -0.95 2.85 13.92 0.000
C -1.96 1.88 13.96 0.000
H -4.16 3.18 15.97 0.000
H -2.44 4.99 16.13 0.000
H -0.36 4.72 14.75 0.000
H -0.14 2.81 13.21 0.000
H -1.88 1.02 13.31 0.000
N -12.85 1.90 13.96 0.000
C -13.52 0.89 13.39 0.000
C -13.29 -0.45 13.67 0.000
C -12.34 -0.73 14.65 0.000
C -11.73 0.31 15.35 0.000
C -11.99 1.61 14.94 0.000
H -14.26 1.28 12.71 0.000
H -13.79 -1.27 13.17 0.000
H -12.07 -1.74 14.90 0.000
H -11.00 0.00 16.09 0.000
H -11.47 2.44 15.41 0.000
N -7.81 1.05 12.25 0.000
C -8.82 1.84 12.68 0.000
C -8.68 3.00 13.42 0.000
C -7.36 3.37 13.70 0.000
C -6.29 2.67 13.19 0.000
C -6.59 1.44 12.59 0.000
H -9.86 1.55 12.55 0.000
H -9.55 3.58 13.68 0.000
H -7.18 4.35 14.14 0.000
H -5.27 3.03 13.22 0.000
H -5.74 0.81 12.34 0.000
N -2.86 8.26 15.07 0.038
C -2.08 8.57 14.02 -0.005
C -0.73 8.23 13.95 -0.001
C -0.13 7.68 15.06 -0.003
C -0.93 7.39 16.15 0.003
C -2.26 7.72 16.14 -0.016
H -2.58 8.98 13.16 0.000
H -0.12 8.48 13.09 0.000
H 0.93 7.45 15.10 0.000
H -0.49 6.91 17.02 0.000
H -2.85 7.48 17.03 0.003
C -7.18 3.27 21.88 0.000
Cl -8.45 4.01 20.87 0.000
Cl -6.12 4.47 22.63 0.000
H -7.66 2.66 22.65 0.000
H -6.59 2.59 21.28 0.000
C -8.73 7.60 18.89 0.000
Cl -8.19 9.13 19.60 0.000
Cl -10.50 7.45 18.91 0.000
H -8.38 7.55 17.86 -0.001
H -8.34 6.73 19.41 0.000

=====

153
Properties=species:S:1:pos:R:3:mulliken_spin:R:1 method="wB97M-V/def2-TZVPD" spin_multiplicity=2 e_homo_ha="-0.3327 / -0.3326" orbital_gap_ev="6.86 / 5.06" s2=0.82 e_lumo_ha="-0.08057 / -0.14661" charge=+1
Fe 0.22 -0.44 -0.84 -0.015
O 0.35 -0.65 1.54 0.003
P 1.34 -0.39 2.61 0.002
C 2.95 0.31 2.06 0.001
P 3.57 -0.41 0.47 0.000
O 2.49 -0.55 -0.54 -0.023
C 4.35 -2.02 0.80 0.000
C 4.87 -2.45 2.01 0.000
C 5.47 -3.69 2.09 0.000
C 5.58 -4.50 0.97 0.000
C 5.07 -4.06 -0.25 0.000
C 4.45 -2.83 -0.33 -0.001
C 4.86 0.77 -0.03 -0.002
C 4.55 1.61 -1.10 -0.005
C 5.45 2.59 -1.49 -0.001
C 6.66 2.72 -0.82 0.000
C 6.96 1.88 0.24 0.000
C 6.07 0.90 0.64 0.000
C 0.78 0.72 3.94 0.000
C -0.58 0.80 4.21 0.000
C -1.03 1.50 5.32 0.000
C -0.12 2.09 6.18 0.000
C 1.24 2.01 5.91 0.000
C 1.69 1.33 4.79 0.000
C 1.73 -1.89 3.54 0.000
C 2.65 -1.88 4.57 0.000
C 2.85 -3.01 5.34 0.000
C 2.10 -4.15 5.09 0.000
C 1.16 -4.16 4.07 0.000
C 0.98 -3.03 3.30 0.000
H 3.71 0.21 2.83 0.000
H 2.80 1.38 1.87 -0.001
H 4.82 -1.82 2.89 0.000
H 5.87 -4.03 3.04 0.000
H 6.06 -5.46 1.04 0.000
H 5.17 -4.69 -1.12 0.000
H 4.05 -2.47 -1.27 0.002
H 3.61 1.50 -1.61 0.006
H 5.19 3.26 -2.29 0.000
H 7.36 3.48 -1.12 0.000
H 7.91 1.99 0.76 0.000
H 6.31 0.24 1.46 0.000
H -1.27 0.31 3.54 0.000
H -2.09 1.57 5.52 0.000
H -0.47 2.60 7.07 0.000
H 1.95 2.46 6.58 0.000
H 2.75 1.30 4.59 0.000
H 3.20 -0.98 4.80 0.000
H 3.58 -3.00 6.14 0.000
H 2.25 -5.03 5.70 0.000
H 0.57 -5.04 3.90 0.000
H 0.24 -3.01 2.51 0.000
C 0.00 -3.95 -5.43 0.112
C 0.56 -4.08 -4.16 -0.058
C 0.75 -2.98 -3.36 0.068
C 0.37 -1.71 -3.81 -0.035
C -0.16 -1.59 -5.11 0.152
C -0.34 -2.69 -5.90 -0.061
N 0.45 -0.60 -3.00 0.513
C 0.86 0.55 -3.61 -0.002
C 1.86 0.50 -4.61 0.182
C 2.29 1.64 -5.24 -0.070
C 1.71 2.86 -4.92 0.148
C 0.71 2.93 -3.96 -0.051
C 0.30 1.80 -3.29 0.074
H -0.15 -4.82 -6.05 0.006
H 0.87 -5.06 -3.83 0.000
H 1.23 -3.05 -2.39 0.014
H -0.44 -0.61 -5.46 0.006
H -0.74 -2.58 -6.90 0.000
H 2.29 -0.46 -4.84 0.000
H 3.06 1.57 -5.99 0.003
H 2.05 3.75 -5.42 0.003
H 0.25 3.88 -3.74 0.007
H -0.48 1.84 -2.54 0.025
C -2.03 4.25 0.48 0.000
C -1.54 5.09 -0.68 0.000
C -1.39 6.56 -0.32 0.000
O -0.31 4.59 -1.21 -0.002
P 0.93 3.95 -0.45 0.008
S 2.47 4.10 -1.70 -0.003
S 0.51 2.06 0.22 -0.011
O 1.07 4.98 0.78 -0.001
C 1.99 4.94 1.87 0.001
C 1.33 4.20 3.03 -0.001
C 3.34 4.36 1.48 -0.001
H -3.02 4.56 0.81 0.000
H -1.35 4.33 1.32 0.000
H -2.08 3.20 0.19 0.000
H -2.24 4.99 -1.52 0.000
H -0.64 6.66 0.46 0.000
H -2.34 6.96 0.04 0.000
H -1.08 7.14 -1.18 0.000
H 2.12 6.00 2.14 0.000
H 1.11 3.18 2.75 0.001
H 0.40 4.70 3.29 0.000
H 1.97 4.20 3.91 0.000
H 3.22 3.36 1.07 0.001
H 4.00 4.32 2.34 0.000
H 3.80 4.98 0.71 0.000
C -2.93 0.51 -4.15 0.002
C -4.25 0.14 -3.54 -0.001
C -5.40 0.16 -4.33 0.000
C -6.63 -0.16 -3.80 0.000
C -6.73 -0.53 -2.47 0.000
C -5.60 -0.56 -1.68 0.001
C -4.36 -0.22 -2.20 0.001
Sb -2.68 -0.36 -0.79 0.002
C -3.74 0.96 0.62 0.004
C -3.60 0.72 1.98 0.000
C -4.28 1.46 2.93 0.000
C -5.12 2.48 2.51 0.000
C -5.20 2.78 1.17 0.000
C -4.51 2.05 0.20 -0.002
C -4.56 2.56 -1.21 0.000
C -3.43 -2.41 -0.47 0.000
C -3.73 -3.04 -1.68 0.001
C -4.29 -4.30 -1.72 0.001
C -4.58 -4.96 -0.53 0.000
C -4.23 -4.37 0.66 0.000
C -3.63 -3.11 0.71 0.001
C -3.23 -2.58 2.06 0.000
H -2.93 0.30 -5.21 -0.002
H -2.12 -0.05 -3.67 -0.007
H -2.73 1.58 -4.01 -0.003
H -5.31 0.44 -5.37 0.000
H -7.51 -0.14 -4.43 0.000
H -7.69 -0.80 -2.05 0.000
H -5.68 -0.86 -0.64 0.000
H -2.93 -0.05 2.31 0.000
H -4.18 1.23 3.98 0.000
H -5.67 3.06 3.24 0.000
H -5.82 3.61 0.85 0.000
H -4.63 3.64 -1.21 0.000
H -5.43 2.16 -1.73 0.000
H -3.67 2.27 -1.77 0.000
H -3.52 -2.53 -2.61 -0.001
H -4.51 -4.77 -2.67 0.000
H -5.06 -5.92 -0.54 0.000
H -4.43 -4.89 1.59 0.000
H -3.11 -3.39 2.77 0.000
H -4.01 -1.92 2.44 0.000
H -2.29 -2.03 1.99 0.000
C 1.16 -4.71 0.27 -0.001
S -0.51 -3.94 0.11 0.001
C -1.07 -5.08 -1.22 0.001
O -0.29 -2.62 -0.55 0.006
H 1.02 -5.73 0.62 0.000
H 1.75 -4.15 0.99 0.000
H 1.66 -4.71 -0.69 0.000
H -1.71 -5.83 -0.76 0.000
H -0.23 -5.56 -1.71 0.000
H -1.64 -4.50 -1.94 0.002